C24H51F4N7O10S | wB97M-V/def2-TZVPD

The geometry in XYZ format:
```
97
Properties=species:S:1:pos:R:3:forces:R:3:mulliken_charge:R:1
C 0.57919 3.94900 0.31413 -0.6 0.0 0.3 -1.39
C -0.30562 3.61409 -0.86630 1.0 0.4 0.5 1.40
F 0.16264 4.37375 -1.93757 -0.1 0.3 -0.3 -0.42
C -1.76653 3.99206 -0.70791 -0.4 -0.7 -0.4 -1.13
N -2.56034 3.39360 0.38632 1.9 -0.8 -0.8 0.30
C -2.32777 3.92776 1.73077 -0.7 -0.2 0.3 -0.97
C -2.82021 2.03884 0.36314 -2.5 0.4 1.1 0.14
O -3.80740 1.56158 0.85383 1.0 0.0 -0.2 -0.53
O -1.94563 1.10370 -0.32039 0.9 0.3 -0.4 -0.04
S -1.06578 0.23852 0.67539 -0.7 -0.8 2.0 1.09
O -1.63617 -1.02605 0.97477 -0.3 -0.5 -1.2 -0.55
O -0.75496 1.00020 1.83802 0.6 1.0 -0.4 -0.61
C 0.47076 -0.14441 -0.30658 -0.5 0.2 -0.3 0.67
F 1.29593 0.87942 -0.29404 0.3 0.0 0.1 -0.16
F 0.14538 -0.44452 -1.56053 -0.1 0.1 -0.1 -0.26
F 1.02051 -1.20660 0.25102 0.2 0.1 0.2 -0.16
H 0.55116 3.16084 1.05706 0.1 -0.2 0.2 0.15
H 1.60505 4.13028 0.03815 0.2 -0.2 -0.3 0.50
H 0.23780 4.85481 0.80320 0.0 0.2 0.0 0.45
H -0.13610 2.58916 -1.15945 -0.3 -0.3 -0.2 -0.14
H -1.81415 5.07007 -0.60558 0.0 0.2 0.2 0.63
H -2.27398 3.75383 -1.64165 0.0 0.0 -0.1 -0.03
H -3.10725 3.54399 2.37776 -0.2 0.0 0.1 0.37
H -2.42197 5.00302 1.67941 0.1 0.3 0.0 0.33
H -1.37971 3.64238 2.17167 0.3 0.0 -0.2 0.32
C 6.35583 0.62029 -2.72409 0.0 0.4 -0.2 -0.87
N 5.84648 1.87566 -2.20529 0.0 -0.1 0.1 -0.18
C 5.20063 2.09750 -1.02977 -0.1 0.1 0.1 0.64
C 4.96635 0.91256 -0.12783 -0.1 0.1 0.0 -1.28
O 4.83040 3.22440 -0.73191 0.1 -0.2 -0.2 -0.62
H 7.43253 0.70121 -2.88455 0.0 -0.2 0.0 0.29
H 5.87868 0.40041 -3.68114 0.0 -0.2 0.0 0.28
H 6.16178 -0.19539 -2.03651 0.0 0.0 0.0 0.33
H 5.96951 2.70738 -2.75999 0.0 0.0 0.0 0.25
H 4.44433 1.24563 0.76287 0.0 0.1 0.0 0.34
H 4.35353 0.16341 -0.62914 0.1 -0.1 0.0 0.32
H 5.90967 0.46148 0.17486 0.0 -0.2 0.0 0.48
C 2.26281 -4.71871 2.44299 0.3 0.2 0.1 -0.88
N 3.12735 -3.68038 1.90645 0.1 0.0 0.2 -0.09
C 4.20981 -3.10019 2.46864 0.0 0.1 -0.2 0.86
C 4.61159 -3.56339 3.84871 0.1 0.1 0.0 -1.32
O 4.83549 -2.23191 1.87150 0.1 0.0 0.0 -0.65
H 2.28499 -5.56927 1.77629 -0.1 -0.2 0.1 0.32
H 1.24510 -4.34218 2.49389 -0.1 -0.2 0.1 0.20
H 2.58125 -5.02904 3.43489 0.1 0.1 0.0 0.41
H 2.91369 -3.32622 0.98763 -0.1 -0.1 0.0 0.17
H 5.49100 -3.00829 4.16027 0.0 0.0 -0.1 0.29
H 3.80909 -3.37738 4.56282 0.0 -0.1 0.0 0.36
H 4.85326 -4.62657 3.84002 -0.1 0.0 0.1 0.36
C -2.91308 -6.15836 -0.15111 0.2 -0.4 0.4 -0.75
N -1.51865 -6.14337 0.26740 0.0 0.2 -0.2 -0.12
C -0.55290 -5.25800 -0.06221 0.2 0.0 0.0 0.69
C -0.92669 -4.12303 -0.98272 0.0 0.0 0.0 -1.14
O 0.58549 -5.38338 0.37934 -0.3 0.0 -0.4 -0.64
H -3.55151 -6.10439 0.72984 -0.1 0.1 -0.2 0.24
H -3.11247 -7.09665 -0.67393 -0.1 0.1 -0.1 0.28
H -3.13939 -5.32704 -0.80909 0.1 0.0 0.0 0.31
H -1.19959 -6.87340 0.88355 0.0 0.0 0.0 0.23
H -0.05184 -3.50240 -1.14848 0.1 0.0 0.1 0.17
H -1.26545 -4.50643 -1.94595 -0.1 0.0 0.0 0.41
H -1.70773 -3.51065 -0.52937 0.0 0.0 -0.1 0.36
C -3.11196 2.96277 -7.18850 0.5 0.1 0.0 -0.86
N -2.33243 3.39843 -6.04483 -0.2 0.0 0.0 -0.19
C -2.75608 3.63214 -4.77426 0.1 0.0 0.0 0.81
C -4.22306 3.42094 -4.47830 0.0 0.0 0.0 -1.32
O -1.96743 3.99803 -3.91896 -0.2 -0.1 0.0 -0.60
H -2.71391 2.01817 -7.56325 -0.1 0.0 -0.1 0.28
H -3.04173 3.70741 -7.98332 -0.1 -0.1 -0.1 0.29
H -4.15461 2.82609 -6.92466 0.0 0.0 0.0 0.32
H -1.34583 3.55819 -6.17235 0.0 0.0 0.0 0.24
H -4.40425 3.64642 -3.43192 0.1 0.0 0.0 0.24
H -4.83670 4.08430 -5.08874 -0.1 -0.1 0.0 0.40
H -4.50724 2.38484 -4.66615 -0.1 0.0 -0.1 0.38
C -7.87976 -8.37041 2.55827 0.0 0.2 -0.4 -0.83
N -6.99656 -7.33032 2.06273 0.1 -0.1 0.2 -0.16
C -5.91936 -6.77622 2.67712 0.0 0.1 -0.1 0.82
C -5.56433 -7.28194 4.05453 0.0 0.0 0.0 -1.32
O -5.27264 -5.90140 2.12241 0.0 -0.1 0.1 -0.69
H -7.85602 -9.22352 1.87833 0.0 -0.1 0.1 0.28
H -8.90169 -7.99060 2.60178 0.0 -0.1 0.1 0.29
H -7.58331 -8.69939 3.54769 0.0 0.0 0.0 0.32
H -7.17757 -6.94690 1.14887 0.0 0.0 0.0 0.23
H -4.68961 -6.74518 4.40725 0.0 0.1 -0.1 0.29
H -6.38536 -7.10673 4.75032 0.0 -0.1 0.0 0.37
H -5.33248 -8.34725 4.02385 -0.1 0.0 0.1 0.37
C 4.64790 8.56638 1.27036 -0.4 0.1 0.1 -0.86
N 3.57854 7.60082 1.42873 0.1 -0.1 0.0 -0.17
C 3.64301 6.24576 1.30416 0.0 -0.2 0.0 0.76
C 4.97379 5.62927 0.95876 0.0 0.2 0.3 -1.12
O 2.64405 5.56285 1.46873 0.1 0.3 0.2 -0.61
H 4.77452 9.12811 2.19819 0.2 0.0 0.0 0.29
H 4.39280 9.26787 0.47345 0.2 0.0 0.0 0.28
H 5.58303 8.07670 1.02356 0.0 -0.1 0.0 0.32
H 2.65891 7.94033 1.65947 0.0 0.0 0.0 0.24
H 4.85377 4.55870 0.89571 -0.1 0.0 0.0 0.09
H 5.32735 5.99386 -0.00588 0.1 0.0 0.0 0.38
H 5.71007 5.85828 1.73327 0.0 0.1 -0.1 0.42
```
Forces are in eV/Å.

## Properties
Maximum force = 2.72 eV/A
SMILES = C[C@H](F)CN(C)C(=O)OS(=O)(=O)C(F)(F)F.CNC(C)=O.CNC(C)=O.CNC(C)=O.CNC(C)=O.CNC(C)=O.CNC(C)=O
Orbital gap = 0.347 Eh
E_HOMO = -8.780 eV
Total charge = 0